# 1
Entry from the Open Molecules 2025 dataset: a molecular structure, C19H35CrF3N2O18S2 (wB97M-V/def2-TZVPD).

Geometry as XYZ:
```
80
Properties=species:S:1:pos:R:3:forces:R:3:mulliken_charge:R:1
Cr -6.560 14.745 -22.282 1.517 -2.396 1.090 1.22
N -6.660 15.958 -20.708 2.316 3.085 1.459 0.14
S -7.668 16.305 -19.535 -7.665 -3.568 1.454 0.84
O -8.141 17.628 -19.377 1.464 0.887 -0.059 -0.51
O -7.660 15.414 -18.413 1.165 0.950 -0.858 -0.59
F -8.906 15.691 -20.417 0.392 -0.072 0.082 -0.38
S -5.420 16.886 -20.089 5.830 1.569 -1.216 0.88
O -4.776 16.333 -18.933 -1.347 -0.167 -0.784 -0.57
O -5.408 18.320 -20.199 -1.669 -1.218 0.129 -0.50
F -4.382 16.588 -21.307 -0.600 -0.859 0.044 -0.13
N -5.506 12.779 -20.362 1.183 -1.018 -0.044 0.93
O -5.511 11.876 -19.558 -0.497 0.611 -0.288 -0.60
O -4.489 13.408 -20.671 0.194 0.685 0.024 -0.33
O -6.575 13.041 -21.039 -1.299 1.176 -0.983 -0.63
C -1.574 14.754 -19.522 -0.180 0.267 0.066 -0.09
C -1.163 14.921 -20.988 0.956 -0.493 1.023 1.21
O -0.227 13.862 -21.124 -1.186 -0.663 -1.625 -0.40
C -0.114 13.158 -19.982 1.806 0.114 1.754 0.56
O 0.483 12.143 -19.803 -0.491 0.238 -0.910 -0.52
O -0.566 13.915 -18.960 -0.685 0.080 -0.187 -0.37
F -0.427 16.040 -21.268 -0.468 0.370 0.127 -0.30
H -2.501 14.182 -19.466 -0.251 0.443 -0.044 0.16
H -1.627 15.705 -18.998 -0.039 -0.094 0.075 0.24
H -2.025 14.887 -21.657 0.364 -0.238 -0.253 -0.56
O -2.300 22.305 -24.589 -0.133 -0.712 0.090 -0.59
C -3.125 22.325 -23.703 0.846 1.056 -0.997 0.80
O -3.970 21.360 -23.416 -1.572 -0.418 1.459 -0.28
C -3.974 20.098 -24.099 0.331 1.094 -1.419 -0.07
C -5.060 19.166 -23.610 0.353 0.392 1.907 -0.48
C -3.303 23.549 -22.842 -0.535 -0.290 -0.134 -1.04
H -2.948 19.752 -23.970 -0.193 -0.667 -0.207 0.00
H -4.162 20.383 -25.137 0.399 -0.433 -0.219 0.48
H -6.100 19.371 -23.859 0.233 0.179 -0.783 0.42
H -5.082 19.282 -22.520 0.158 -0.298 0.072 0.06
H -4.784 18.128 -23.789 -0.118 0.015 -0.272 -0.12
H -4.294 23.527 -22.391 0.231 -0.004 0.460 0.30
H -3.255 24.443 -23.459 0.255 -0.094 -0.111 0.37
H -2.480 23.561 -22.129 -0.204 0.130 0.230 0.20
O 0.212 20.288 -20.402 -0.638 -0.227 0.757 -0.56
C -0.504 19.949 -21.304 0.874 0.914 -1.535 0.63
O -1.834 20.049 -21.381 -0.034 -0.712 0.298 -0.01
C -2.573 20.533 -20.263 -1.075 0.268 0.269 -0.15
C -2.427 19.832 -18.911 0.251 0.390 0.043 -1.18
C 0.060 19.647 -22.681 0.594 -0.142 0.197 -0.80
H -3.615 20.461 -20.583 0.082 -0.335 -0.146 0.20
H -2.433 21.616 -20.210 0.473 -0.074 0.378 0.30
H -3.362 19.982 -18.371 0.029 0.105 0.071 0.38
H -1.609 20.261 -18.337 -0.003 -0.052 0.013 0.40
H -2.273 18.753 -18.931 0.000 0.002 -0.488 0.12
H 1.141 19.552 -22.593 -0.050 -0.181 0.132 0.36
H -0.093 20.530 -23.304 -0.371 -0.125 -0.095 0.28
H -0.333 18.750 -23.156 -0.243 0.123 0.011 -0.02
O -11.700 21.737 -20.836 -0.042 0.763 0.096 -0.57
C -12.587 21.446 -20.070 1.074 -1.124 -1.644 0.79
O -12.336 20.730 -18.960 -0.941 0.451 0.769 -0.30
C -10.984 20.433 -18.610 1.402 1.078 -0.597 -0.41
C -10.885 19.070 -17.992 0.419 0.327 -0.429 -0.90
C -14.034 21.581 -20.432 -1.533 -0.019 1.358 -1.00
H -10.529 21.170 -17.934 -0.926 0.165 0.487 0.30
H -10.333 20.661 -19.458 -0.324 -0.930 -0.458 0.40
H -9.826 18.820 -17.916 -0.012 0.052 0.283 0.24
H -11.306 18.312 -18.650 -0.384 -0.055 0.328 0.30
H -11.326 19.157 -17.001 -0.173 -0.688 -0.037 0.29
H -14.461 22.570 -20.253 0.514 0.213 0.102 0.27
H -14.620 20.938 -19.769 0.065 -0.069 -0.051 0.29
H -14.345 21.344 -21.446 0.853 -0.167 -0.195 0.31
O -4.966 14.031 -23.445 -0.883 1.064 -0.460 -0.36
C -3.910 13.601 -23.899 -0.707 -1.530 0.165 0.82
O -2.904 14.337 -24.244 0.033 -0.036 -0.629 -0.22
C -3.066 15.756 -24.361 0.327 1.458 0.754 0.35
C -1.716 16.355 -24.744 -0.569 -0.580 -0.354 -1.31
C -3.667 12.121 -23.979 1.896 -0.110 0.686 -1.12
H -3.420 16.166 -23.410 0.219 -0.214 0.108 -0.39
H -3.840 16.056 -25.070 0.050 -0.642 -0.338 0.60
H -0.965 16.233 -23.966 -0.108 0.197 0.139 0.23
H -1.889 17.397 -25.008 0.253 0.091 0.174 0.35
H -1.350 15.839 -25.632 0.028 0.097 -0.060 0.39
H -2.625 11.948 -24.260 -0.065 0.197 -0.292 0.34
H -4.257 11.463 -24.608 -0.638 0.551 0.062 0.34
H -3.658 11.781 -22.939 -0.577 -0.132 -0.024 0.28
```
Positions in Å, forces in eV/Å.

As for the charge: 0. The value obtained for the gap between HOMO and LUMO (alpha / beta) is 0.2760 / 0.2967 hartree. As for the molar mass: 752.609 g/mol. As for the spin multiplicity: 5. The highest occupied orbital energy (alpha / beta) comes out at -0.3756 / -0.3756 Ha.


# 2
Entry from the Open Molecules 2025 dataset: 3 unconnected molecules or ions with the total composition C19H35FI2NO9S2 (wB97M-V/def2-TZVPD).

Geometry as XYZ:
```
69
Properties=species:S:1:pos:R:3:forces:R:3:mulliken_charge:R:1
C 1.078 -0.032 3.012 -0.303 -0.418 -0.492 -1.50
C 0.840 0.134 1.505 -0.167 -0.074 0.442 0.11
C 0.627 1.593 1.081 -0.022 -0.303 -0.544 -1.09
C -0.414 1.759 -0.058 0.374 0.224 0.534 0.32
C 0.204 2.453 -1.267 -0.070 -0.009 0.306 -1.92
C -1.752 2.336 0.501 -0.658 0.403 -1.313 1.03
C -2.884 1.428 -0.047 -0.130 -0.710 0.923 -0.98
C -3.281 0.314 0.968 -0.444 0.396 -0.222 -0.70
C -4.604 0.496 1.725 0.206 -0.247 -0.017 -1.30
N -4.005 2.313 -0.581 -0.177 -0.559 -1.558 0.23
C -4.591 1.772 -1.863 -0.308 0.234 0.070 -0.55
C -5.324 0.458 -1.632 0.084 -0.504 -0.187 -0.05
O -6.349 0.414 -1.047 -0.111 0.143 0.195 -0.38
I -4.441 -1.319 -2.452 -0.010 0.327 0.041 0.10
C -3.328 3.602 -0.920 0.535 0.380 0.257 -0.73
C -2.290 3.778 0.163 -0.344 0.037 1.336 -0.82
I -3.541 4.252 1.963 0.131 0.027 -0.065 0.19
C -1.350 4.972 -0.045 -0.233 0.245 -0.201 0.30
C -1.832 6.360 0.334 0.339 0.031 -0.406 -1.81
F -1.138 5.025 -1.432 0.189 -0.135 -0.051 -0.36
H 1.527 -1.005 3.197 0.226 0.018 0.157 0.41
H 0.116 -0.057 3.524 -0.010 0.284 0.209 0.33
H 1.698 0.755 3.427 0.143 0.035 0.074 0.38
H 1.668 -0.284 0.943 0.106 0.012 -0.049 0.00
H -0.025 -0.484 1.250 -0.149 0.056 -0.080 0.26
H 1.580 1.949 0.695 0.124 0.240 0.272 0.54
H 0.343 2.183 1.950 0.038 0.208 0.069 0.49
H -0.650 0.746 -0.382 -0.097 -0.119 -0.010 0.32
H -0.494 2.586 -2.090 -0.035 0.014 -0.163 0.21
H 1.048 1.856 -1.602 0.014 -0.100 -0.142 0.51
H 0.605 3.420 -0.988 0.039 0.183 -0.095 0.39
H -1.743 2.316 1.579 0.195 -0.492 0.150 0.77
H -2.569 0.897 -0.940 0.373 0.293 -0.218 0.32
H -2.460 0.252 1.675 0.131 0.033 0.061 0.39
H -3.302 -0.639 0.448 -0.018 -0.108 -0.050 0.39
H -4.850 1.535 1.930 0.001 0.096 0.062 0.20
H -4.528 -0.001 2.687 -0.039 -0.018 0.112 0.43
H -5.425 0.023 1.196 -0.145 0.093 -0.054 0.33
H -4.822 2.416 0.026 0.436 0.237 0.629 0.70
H -5.356 2.483 -2.176 -0.049 0.049 -0.042 0.49
H -3.839 1.721 -2.640 0.282 -0.167 0.140 0.59
H -4.015 4.436 -0.992 -0.286 -0.062 -0.082 0.44
H -2.809 3.475 -1.868 -0.077 -0.138 -0.122 0.35
H -0.400 4.785 0.450 0.145 -0.190 -0.097 0.43
H -2.854 6.544 0.016 -0.173 -0.012 0.153 0.41
H -1.200 7.048 -0.225 0.085 0.065 0.014 0.45
H -1.688 6.577 1.386 -0.208 -0.057 0.141 0.42
C 5.761 -1.924 -0.136 -0.121 -0.129 0.279 -0.34
C 4.753 -2.672 -0.980 0.369 -0.189 -0.343 0.20
O 3.646 -1.757 -1.097 0.078 0.163 0.250 -0.31
S 4.197 -0.258 -1.132 0.232 -0.309 0.060 1.08
O 4.279 0.196 -2.473 -0.045 0.139 0.030 -0.60
O 3.485 0.494 -0.156 -0.049 0.107 -0.160 -0.44
O 5.667 -0.564 -0.602 -0.141 0.005 -0.205 -0.35
H 5.499 -1.950 0.923 -0.004 0.000 -0.015 0.31
H 6.776 -2.282 -0.274 0.043 0.146 -0.086 0.35
H 4.427 -3.598 -0.517 -0.257 0.248 0.009 -0.24
H 5.143 -2.874 -1.980 -0.003 0.043 0.006 0.31
C 3.690 -7.796 -1.392 0.101 -0.280 0.011 -0.31
C 2.673 -8.017 -0.290 -0.223 0.107 -0.156 -0.33
O 3.320 -7.503 0.887 0.265 -0.026 -0.126 -0.32
S 4.248 -6.267 0.497 -0.305 -0.415 -0.029 1.13
O 3.533 -5.060 0.741 0.202 0.027 0.012 -0.54
O 5.541 -6.479 1.032 -0.002 0.176 0.115 -0.55
O 4.270 -6.516 -1.082 -0.194 0.099 0.126 -0.29
H 4.478 -8.550 -1.374 -0.011 0.003 0.010 0.30
H 3.240 -7.755 -2.380 0.034 0.160 -0.012 0.30
H 2.433 -9.064 -0.137 0.084 -0.003 0.147 0.32
H 1.759 -7.447 -0.463 0.011 -0.012 -0.010 0.27
```
Positions in Å, forces in eV/Å.

As for the charge: +1. The value obtained for the gap between HOMO and LUMO is 0.3473 hartree. As for the molar mass: 758.427 g/mol. The highest occupied orbital energy comes out at -0.4668 Ha.


# 3
Entry from the Open Molecules 2025 dataset: 4 unconnected molecules or ions with the total composition C19H35IO12P2 (wB97M-V/def2-TZVPD).

Geometry as XYZ:
```
69
Properties=species:S:1:pos:R:3:forces:R:3:mulliken_charge:R:1
C 2.345 2.128 1.749 0.394 0.252 -0.745 -0.62
C 1.450 1.893 0.379 1.708 1.997 -0.168 -0.40
O 0.030 1.597 0.625 1.161 -3.914 -0.251 -0.43
P -0.194 -0.062 1.175 0.577 1.323 4.876 1.31
O 0.032 -0.002 2.771 -0.557 -0.735 -5.722 -0.73
C -2.063 -0.461 0.820 -0.320 1.601 -0.992 -0.27
C -2.940 0.273 1.998 0.179 -0.611 0.759 -0.67
C -4.563 -0.080 1.942 0.465 1.167 2.140 -0.66
P -5.469 0.683 0.440 -0.030 -1.292 -0.612 0.02
I -7.846 0.897 1.206 0.871 0.193 0.006 -0.17
O 0.911 -1.141 0.371 -2.458 1.102 1.472 -0.30
C 0.666 -2.552 0.707 0.928 -2.042 -0.191 -0.35
C 1.126 -2.982 2.232 -1.195 -0.550 -0.387 -0.83
H 3.036 1.202 1.949 -1.663 1.851 -0.196 0.13
H 3.069 3.037 1.513 -1.457 -1.897 0.546 0.36
H 1.683 2.425 2.676 1.265 -0.839 -1.975 0.16
H 1.472 2.940 -0.195 -0.388 -2.358 1.180 0.30
H 1.996 1.134 -0.329 -1.332 1.179 1.432 0.23
H -2.272 -1.604 0.685 0.456 2.275 0.380 0.35
H -2.323 0.116 -0.192 0.649 -1.650 2.099 -0.06
H -2.560 -0.126 3.045 -0.703 0.941 -2.206 0.26
H -2.745 1.451 1.971 -0.537 -2.667 -0.024 0.29
H -5.016 0.412 2.931 1.013 -1.109 -2.040 0.38
H -4.787 -1.234 2.040 0.503 2.338 -0.614 0.34
H -5.046 2.051 0.218 -0.141 -0.435 1.146 0.07
H 1.361 -3.189 -0.026 -1.419 1.698 1.405 0.27
H -0.443 -2.899 0.435 2.283 0.958 0.844 0.27
H 0.202 -2.789 2.927 2.050 -0.201 -1.065 0.23
H 2.082 -2.425 2.619 -1.993 -1.048 -0.970 0.14
H 1.298 -4.160 2.206 -0.220 2.558 0.064 0.37
C 3.417 -0.592 6.948 0.249 -0.428 0.136 -1.43
C 4.233 0.265 6.001 -0.693 -0.285 1.190 0.45
C 3.397 1.076 5.058 -0.716 0.579 0.207 -0.25
O 4.250 1.222 3.936 0.980 -0.713 -0.126 -0.28
C 5.091 0.144 3.944 1.428 -0.586 -1.745 0.66
O 5.828 -0.162 3.023 -1.615 0.668 1.945 -0.58
O 4.993 -0.546 5.120 0.288 0.402 -1.111 -0.34
H 2.732 0.016 7.546 0.124 -0.011 -0.107 0.36
H 2.838 -1.346 6.401 0.025 0.268 -0.045 0.34
H 4.079 -1.141 7.626 -0.114 0.169 -0.036 0.36
H 4.928 0.897 6.566 -0.053 0.020 -0.100 0.26
H 3.135 2.053 5.471 0.102 -0.073 -0.209 0.35
H 2.482 0.567 4.734 0.049 -0.060 0.112 0.13
C -0.217 -3.460 -4.844 -0.386 -0.121 -0.298 -1.62
C -0.474 -2.171 -4.089 0.800 -0.825 -0.970 0.68
C 0.190 -2.121 -2.747 0.984 -0.053 0.122 -0.68
O -0.662 -1.260 -2.013 -1.240 0.215 -0.169 0.37
C -1.903 -1.369 -2.575 -1.858 0.524 0.592 0.13
O -2.924 -0.920 -2.083 2.047 -0.937 -1.136 -0.49
O -1.848 -2.049 -3.759 -0.468 0.751 1.180 -0.38
H 0.854 -3.627 -4.993 -0.128 0.112 0.035 0.37
H -0.640 -4.320 -4.313 0.138 0.189 0.085 0.38
H -0.706 -3.429 -5.823 0.183 0.038 0.128 0.38
H -0.195 -1.309 -4.707 0.009 -0.009 0.129 0.17
H 1.201 -1.708 -2.800 -0.207 0.044 0.161 0.36
H 0.226 -3.091 -2.239 -0.050 -0.001 -0.191 0.38
C -1.983 1.669 -3.718 0.302 -0.380 0.038 -1.20
C -1.167 2.526 -4.665 -0.741 -0.287 1.276 0.49
C -2.003 3.337 -5.608 -0.588 0.632 0.186 -0.47
O -1.150 3.483 -6.729 0.761 -0.688 -0.264 -0.32
C -0.309 2.405 -6.721 1.507 -0.577 -1.970 0.56
O 0.428 2.099 -7.642 -1.634 0.661 2.063 -0.56
O -0.407 1.715 -5.545 0.285 0.346 -1.057 -0.23
H -2.668 2.277 -3.120 0.125 -0.060 -0.072 0.41
H -2.562 0.915 -4.264 -0.012 0.257 -0.028 0.37
H -1.321 1.119 -3.040 -0.099 0.265 0.004 0.01
H -0.472 3.158 -4.099 -0.061 0.033 -0.113 0.26
H -2.265 4.314 -5.194 0.098 -0.085 -0.205 0.32
H -2.918 2.828 -5.931 0.091 -0.080 0.169 0.33
```
Positions in Å, forces in eV/Å.

As for the charge: 0. The value obtained for the gap between HOMO and LUMO is 0.3096 hartree. As for the molar mass: 644.329 g/mol. As for the SMILES: CCOP(=O)(CCCPI)OCC.C[C@@H]1COC(=O)O1.C[C@@H]1COC(=O)O1.C[C@@H]1COC(=O)O1. The highest occupied orbital energy comes out at -0.3128 Ha.